(1)
C2H7N2O | wB97M-V/def2-TZVPD

Each line ends with the natural charge from an NBO analysis.
Geometry (Å):
C  1.044  1.996  1.002  -0.2238
O  0.123  1.588  0.046  -0.8197
H  0.515  2.803  1.532  0.1530
H  1.931  2.410  0.497  0.1401
H  1.375  1.215  1.703  0.1479
N  -1.480  -2.180  -1.327  -0.9155
C  -0.767  -1.090  -0.857  -0.0304
N  0.349  -1.408  -0.272  -0.9909
H  -2.422  -2.048  -1.643  0.3580
H  -1.260  -3.088  -0.919  0.3256
H  -0.101  0.678  -0.270  0.5307
H  0.692  -0.878  0.506  0.3250

Summary:
Multiplicity: 1
Charge: -1
E_tot in eV: -7213.293
Gap between HOMO and LUMO in eV: 5.67
Relative energy (zero: lowest compared OMol25 entry of this formula, charge and spin) in eV: 2.087

(2)
C18H30AlCl33IN2O3 | wB97M-V/def2-TZVPD

Each line ends with the Mulliken charge.
Geometry (Å):
C  -0.265  -5.148  -0.170  -0.6758
O  -0.237  -3.823  0.088  -0.2203
C  0.742  -3.161  -0.674  -0.7672
Al  1.615  -1.602  0.248  -0.2618
N  2.857  -0.926  -0.991  -0.1953
I  2.840  -2.689  2.322  -0.4549
O  0.441  -0.331  0.764  -0.0944
C  0.755  0.223  2.017  -1.1007
C  0.140  1.566  2.199  -0.3257
N  1.128  2.597  2.272  -0.0143
C  0.590  3.794  2.828  -0.6077
C  0.940  3.937  4.248  0.6561
C  2.187  4.672  4.490  -1.9180
O  1.022  2.689  4.836  -0.5393
H  -0.630  -5.640  0.668  0.1092
H  0.688  -5.539  -0.356  0.4355
H  -0.866  -5.405  -0.990  0.2317
H  1.538  -3.819  -0.870  0.2666
H  0.362  -2.908  -1.621  0.5381
H  3.383  -0.251  -0.490  -0.1216
H  3.497  -1.670  -1.129  0.1673
H  0.432  -0.420  2.767  0.2537
H  1.783  0.352  2.096  0.5320
H  -0.550  1.769  1.461  0.5523
H  -0.322  1.573  3.122  0.2494
H  1.512  2.745  1.378  -0.0422
H  1.002  4.600  2.324  0.6651
H  -0.460  3.818  2.730  -0.2471
H  0.162  4.453  4.732  0.2299
H  2.935  4.446  3.807  0.4100
H  2.545  4.413  5.423  0.5193
H  2.054  5.701  4.509  0.4395
H  0.931  2.814  5.731  0.3673
C  4.057  1.877  -2.550  0.7381
Cl  3.117  2.113  -4.021  -0.1161
Cl  5.636  2.664  -2.689  -0.1643
Cl  3.184  2.492  -1.154  -0.0179
H  4.231  0.824  -2.427  -0.4755
C  -2.941  5.864  2.627  -0.1539
Cl  -2.914  4.242  3.309  -0.0126
Cl  -1.693  6.857  3.388  -0.1398
Cl  -2.756  5.816  0.878  -0.0566
H  -3.895  6.311  2.832  0.3638
C  -5.182  -0.476  -0.530  0.0561
Cl  -5.390  1.212  -0.059  -0.1319
Cl  -6.756  -1.287  -0.491  -0.1469
Cl  -4.471  -0.567  -2.134  -0.0850
H  -4.514  -0.961  0.165  0.2895
C  -3.546  -6.789  -2.843  0.1731
Cl  -1.997  -7.539  -2.505  -0.0996
Cl  -3.560  -5.132  -2.279  -0.0715
Cl  -3.908  -6.861  -4.573  -0.1779
H  -4.307  -7.332  -2.316  0.1255
C  -0.498  0.346  -5.571  -0.0164
Cl  -1.467  0.041  -4.137  0.0616
Cl  -1.510  0.176  -7.011  -0.1459
Cl  0.223  1.964  -5.559  -0.1424
H  0.287  -0.386  -5.627  0.2840
C  -3.331  -9.422  0.930  0.0565
Cl  -4.310  -9.998  2.279  -0.1360
Cl  -4.263  -9.447  -0.569  -0.1313
Cl  -2.710  -7.811  1.244  -0.0475
H  -2.496  -10.089  0.813  0.2760
C  5.454  6.543  0.585  -0.0432
Cl  6.792  6.275  1.704  -0.1383
Cl  4.399  5.143  0.523  0.0266
Cl  4.554  7.995  1.029  -0.1425
H  5.867  6.694  -0.396  0.3042
C  -1.297  -4.842  -6.578  0.5483
Cl  -1.070  -3.408  -5.589  -0.0157
Cl  -1.860  -4.413  -8.197  -0.1462
Cl  0.188  -5.790  -6.663  -0.1386
H  -2.051  -5.450  -6.115  -0.2417
C  -3.513  3.697  -2.764  0.2464
Cl  -2.035  2.849  -2.425  0.0136
Cl  -3.344  5.420  -2.414  -0.1538
Cl  -4.041  3.451  -4.429  -0.1492
H  -4.266  3.294  -2.110  0.0295
C  -2.795  1.185  6.200  -0.0857
Cl  -1.155  0.616  6.481  -0.0921
Cl  -2.972  2.865  6.716  -0.1297
Cl  -3.237  0.988  4.507  -0.0881
H  -3.463  0.586  6.790  0.3681
C  6.654  -0.978  -1.228  -0.0397
Cl  7.138  -2.608  -0.763  -0.1317
Cl  5.654  -1.053  -2.684  -0.1213
Cl  5.787  -0.178  0.068  -0.0345
H  7.542  -0.409  -1.434  0.3629

Summary:
Multiplicity: 1
Charge: -1
E_tot in eV: -456215.663
Gap between HOMO and LUMO in eV: 6.90